This record from the Open Molecules 2025 dataset describes a cluster of 5 separate species, C32H69N3O22P5S in total in a non-equilibrium geometry. The level of theory is wB97M-V/def2-TZVPD.

Output
HOMO-LUMO gap	0.241	Eh
highest occupied orbital energy	-11.009	eV

The geometry in ORCA input format:
```
! wB97M-V def2-TZVPD RIJCOSX def2/J DEFGRID3
* xyz 1 1
C 1.15758 -3.08958 0.66161
C 0.93270 -2.64786 -0.82373
O 0.41442 -1.30357 -0.93656
C 0.33355 -1.00312 -2.32947
N -0.11496 0.37371 -2.56108
C 0.84512 1.34836 -2.32837
C 2.26451 0.99938 -1.81901
C 3.23495 0.50194 -2.97965
C 4.36674 -0.34691 -2.25403
O 4.78797 0.34380 -1.06455
C 5.76348 1.33428 -1.38884
C 0.54877 2.78182 -2.52485
C 1.59069 3.90178 -2.28807
C 2.77749 3.79322 -3.34348
C -0.78769 3.14823 -2.95878
C -1.22184 4.60672 -3.15341
O -2.25320 5.00376 -2.66007
O -0.44864 5.53421 -3.84601
P -0.51395 6.98716 -2.90322
S 0.91843 8.21232 -3.30625
C -1.78573 2.08748 -3.21732
N -3.08025 2.52509 -3.66087
C -3.35827 2.18444 -5.04887
C -4.44136 3.06686 -5.75788
O -2.79731 1.32643 -5.67807
C -4.14886 2.16620 -2.75950
C -3.96742 2.54351 -1.26360
O -5.16102 1.61367 -3.12306
C -1.39854 0.71871 -2.99158
C -2.48378 -0.38735 -3.22932
N -2.95677 -0.88470 -1.89991
H 0.51263 -2.47893 1.32535
H 2.23987 -2.96244 0.90691
H 0.94943 -4.18440 0.74582
H 0.28149 -3.38627 -1.36343
H 1.93487 -2.71819 -1.33290
H -0.31634 -1.78117 -2.78735
H 1.36521 -1.18225 -2.73010
H 2.21820 0.14348 -1.09834
H 2.74550 1.83035 -1.26651
H 2.69067 -0.10187 -3.73859
H 3.76736 1.34902 -3.46903
H 5.25649 -0.50495 -2.90713
H 3.90516 -1.30612 -1.91414
H 5.48840 1.91235 -2.30828
H 5.81349 2.07263 -0.55424
H 6.78143 0.88900 -1.50415
H 1.16249 4.92097 -2.29112
H 2.05751 3.74209 -1.28872
H 3.68368 3.39535 -2.82441
H 2.52000 3.11758 -4.19393
H 3.05913 4.80325 -3.72361
H -0.49569 6.54558 -1.54077
H -1.79480 7.59096 -3.07178
H -5.12162 2.46257 -6.38758
H -3.91602 3.87261 -6.32738
H -5.01051 3.60119 -4.95568
H -3.03966 2.08964 -0.85392
H -4.86348 2.25199 -0.68129
H -3.85703 3.65421 -1.17995
H -2.03799 -1.26427 -3.75708
H -3.33639 -0.01347 -3.82720
H -2.56684 -0.31256 -1.15434
H -3.97222 -0.87051 -1.85579
C 0.68275 -0.75455 5.88759
O 1.07393 0.11177 4.82818
P 2.45278 -0.32859 3.92962
O 2.11232 -1.80270 3.91975
O 3.41937 0.06104 5.20296
C 3.38172 1.40478 5.70422
O 3.82822 -0.62271 2.95833
C 4.56520 0.52393 2.50167
H 0.03438 -0.18162 6.55271
H 0.11934 -1.59746 5.49166
H 1.54610 -1.10757 6.45250
H 2.82507 1.42276 6.64207
H 2.91232 2.08979 4.99597
H 4.40258 1.73709 5.89214
H 5.18549 0.92004 3.30951
H 3.89107 1.30151 2.13734
H 5.21314 0.21328 1.68298
C -3.38582 -4.32280 -0.14435
O -2.69864 -5.55102 0.02936
P -2.14950 -6.33599 -1.37845
O -1.75914 -5.03487 -2.04991
O -3.68989 -6.75290 -1.77206
C -4.43365 -7.57189 -0.85457
O -1.55899 -7.21290 -2.71673
C -1.57121 -8.64972 -2.61886
H -3.96094 -4.12505 0.76230
H -2.66330 -3.51999 -0.28311
H -4.07000 -4.36603 -0.99250
H -5.16456 -6.95326 -0.33220
H -3.78454 -8.05518 -0.12231
H -4.95982 -8.34069 -1.41933
H -2.58220 -9.02991 -2.78085
H -1.20391 -8.97824 -1.64595
H -0.91868 -9.05223 -3.39200
C -3.39756 -8.83013 5.04257
O -2.96312 -7.98239 3.98436
P -1.56078 -8.44906 3.14019
O -1.90876 -9.91939 3.13110
O -0.58323 -8.06696 4.40585
C -0.60475 -6.72106 4.90318
O -0.19473 -8.75762 2.14440
C 0.54214 -7.62415 1.68779
H -4.06217 -8.24183 5.67771
H -3.95536 -9.67335 4.63994
H -2.55685 -9.18292 5.64085
H -1.15601 -6.69497 5.84417
H -1.07146 -6.03375 4.19532
H 0.42035 -6.39793 5.08425
H 1.16687 -7.23391 2.49469
H -0.13732 -6.84326 1.33502
H 1.18492 -7.93105 0.86271
C -1.26658 8.20027 3.43709
O -0.74328 8.94728 2.34419
P 0.60223 8.30028 1.53693
O 0.11751 6.86943 1.58669
O 1.58851 8.64808 2.80503
C 1.68236 10.01144 3.24539
O 1.94822 7.85532 0.58647
C 2.78427 8.91256 0.08714
H -1.86852 8.88360 4.03795
H -1.90768 7.40093 3.07003
H -0.46883 7.79152 4.05820
H 1.12033 10.12875 4.17273
H 1.29295 10.70677 2.50024
H 2.72951 10.24703 3.43391
H 3.43178 9.29037 0.88190
H 2.17671 9.72346 -0.31564
H 3.40598 8.51123 -0.71164
*
```



This record from the Open Molecules 2025 dataset describes a structure of composition C13H28BrF9N2O11S3V in a non-equilibrium geometry. The level of theory is wB97M-V/def2-TZVPD.

Output
expectation value of S²	3.7545
HOMO-LUMO gap (alpha / beta)	0.211 / 0.237	Eh
energy above the lowest of the compared OMol25 structures with the same formula, charge and spin	0.114	eV
highest occupied orbital energy (alpha / beta)	-6.674 / -7.381	eV

The geometry in ORCA input format:
```
! wB97M-V def2-TZVPD RIJCOSX def2/J DEFGRID3
* xyz 0 4
V 19.68372 -0.46479 -14.43120
Br 21.99700 -1.41755 -15.27895
C 17.59928 -1.08488 -10.11125
N 16.81509 0.19754 -10.24547
C 15.32520 0.01064 -10.30670
C 17.12738 1.05885 -9.05648
C 17.23708 0.97919 -11.48011
C 17.16451 0.11743 -12.73261
O 17.89038 0.67346 -13.81894
H 17.35683 -1.74226 -10.94057
H 17.28102 -1.58063 -9.19361
H 18.68409 -0.97728 -10.06443
H 14.85202 0.97730 -10.43367
H 15.00915 -0.46972 -9.38139
H 15.12352 -0.72714 -11.08025
H 18.19613 1.14986 -8.85077
H 16.69710 0.60557 -8.16820
H 16.84739 2.07626 -9.32490
H 18.26652 1.25176 -11.24535
H 16.60350 1.86264 -11.55085
H 16.12834 0.08901 -13.08783
H 17.48899 -0.90500 -12.57556
H 17.56617 1.55295 -14.02706
C 22.97573 5.24806 -13.33038
N 21.56771 4.94688 -13.80156
C 20.62568 5.21559 -12.66260
C 21.30444 5.88269 -14.93762
C 21.55551 3.48386 -14.19761
C 20.22093 2.93627 -14.67670
O 20.47207 1.66143 -15.20990
H 23.07192 6.28705 -13.02708
H 23.65751 4.98342 -14.13326
H 23.14612 4.61690 -12.46007
H 20.67837 6.27887 -12.44489
H 20.93565 4.63809 -11.79250
H 19.64118 4.85358 -12.94434
H 20.28583 5.76082 -15.30690
H 21.94931 5.61774 -15.77157
H 21.38881 6.89442 -14.55310
H 21.99965 2.98685 -13.33956
H 22.28561 3.45592 -15.00985
H 19.75620 3.57680 -15.42966
H 19.57171 2.82772 -13.80893
H 20.84930 1.71765 -16.09790
C 22.49337 1.19804 -11.19631
F 23.05692 1.75234 -12.27419
F 22.93024 -0.02318 -10.99466
F 22.83362 1.92047 -10.12790
S 20.62674 1.17580 -11.37576
O 20.27842 2.58542 -11.57337
O 20.36575 0.31551 -12.52490
O 20.11983 0.64858 -10.13007
C 15.77845 -1.69186 -16.04647
F 15.75592 -2.47703 -14.97477
F 14.80965 -2.06676 -16.84779
F 15.53105 -0.42396 -15.65077
S 17.47826 -1.74387 -16.85989
O 17.83113 -3.13830 -16.84302
O 17.31613 -1.11792 -18.15413
O 18.33520 -0.96978 -15.93642
C 18.31774 -4.48679 -12.62487
F 17.09715 -3.92036 -12.67500
F 18.30349 -5.50062 -11.76682
F 18.62719 -4.99263 -13.81665
S 19.58318 -3.13774 -12.24747
O 19.28271 -2.10419 -13.25287
O 19.30948 -2.79297 -10.87002
O 20.86714 -3.79276 -12.45057
*
```



This record from the Open Molecules 2025 dataset describes a structure of composition C29H22ClIMnN4O4S in a non-equilibrium geometry. The level of theory is wB97M-V/def2-TZVPD.

Output
expectation value of S²	0.9563
HOMO-LUMO gap (alpha / beta)	0.245 / 0.240	Eh
energy above the lowest of the compared OMol25 structures with the same formula, charge and spin	1.291	eV
highest occupied orbital energy (alpha / beta)	-7.138 / -6.881	eV

The geometry in ORCA input format:
```
! wB97M-V def2-TZVPD RIJCOSX def2/J DEFGRID3
* xyz 0 2
Mn -0.22904 0.27326 -0.41765
O 2.88972 -3.03285 -0.07399
C 3.67261 -2.33258 0.76822
C 4.91858 -2.88184 1.07182
C 5.78034 -2.22621 1.92696
C 5.42020 -1.00923 2.50337
C 4.18390 -0.46695 2.21498
C 3.28899 -1.11081 1.35706
C 1.97811 -0.48202 1.05596
O 1.22082 -1.02854 0.14100
N 1.62973 0.59804 1.72065
N 0.35360 0.93005 1.30746
C 0.10820 2.12174 0.90052
C -1.22320 2.39754 0.32904
C -1.58249 3.66535 -0.13468
C -2.87598 3.88954 -0.54042
C -3.80116 2.84869 -0.47356
C -3.35572 1.61521 -0.06346
N -2.09453 1.37254 0.31389
H 2.08771 -2.48101 -0.23681
H 5.18753 -3.82467 0.61176
H 6.74910 -2.66134 2.14362
H 6.10500 -0.48938 3.16093
H 3.87823 0.48008 2.64156
H 0.88598 2.87961 0.92308
H -0.83432 4.44828 -0.16718
H -3.17442 4.86808 -0.89472
H -4.83931 2.99495 -0.73800
H -4.03453 0.76871 -0.03029
Cl 0.18138 1.97073 -7.09258
C 0.52111 1.68631 -5.40355
C 1.75282 1.99539 -4.89732
C 2.04832 1.82047 -3.53541
I 3.91823 2.32524 -2.78075
C 1.10656 1.32524 -2.64036
O 1.28272 1.19244 -1.36847
C -0.15591 0.94037 -3.21109
N -1.02258 0.37546 -2.32100
C -2.22340 0.05715 -2.73075
C -2.65221 0.26804 -4.05333
C -1.78760 0.79600 -4.96822
C -0.47956 1.14630 -4.56722
H 2.51094 2.38949 -5.56104
H -2.87355 -0.41321 -2.00336
H -3.66095 -0.00633 -4.33241
H -2.09074 0.95359 -5.99522
C -2.84736 -3.37796 0.80777
S -2.56587 -1.62743 0.80284
O -1.42337 -1.47439 -0.17819
C -1.86378 -1.44793 2.42527
C -0.60186 -1.97292 2.66698
C -0.02881 -1.77702 3.91151
C -0.71683 -1.06729 4.89168
C -1.97341 -0.53772 4.62953
C -2.55386 -0.72223 3.38130
H -1.91139 -3.87875 1.05381
H -3.18501 -3.65100 -0.19146
H -3.61933 -3.59239 1.54873
H -0.06133 -2.47796 1.87514
H 0.96278 -2.16310 4.11225
H -0.26264 -0.91727 5.86346
H -2.49305 0.03286 5.38860
H -3.52411 -0.29440 3.15172
*
```



This record from the Open Molecules 2025 dataset describes a structure of composition C32H27BN5O2PtTe. The level of theory is wB97M-V/def2-TZVPD.

Output
expectation value of S²	2.0417
HOMO-LUMO gap (alpha / beta)	0.102 / 0.163	Eh
energy above the lowest of the compared OMol25 structures with the same formula, charge and spin	1.305	eV
highest occupied orbital energy (alpha / beta)	-0.490 / -3.702	eV

The geometry in ORCA input format:
```
! wB97M-V def2-TZVPD RIJCOSX def2/J DEFGRID3
* xyz -1 3
Pt 0.22512 -0.05737 0.76564
C 6.30945 -2.23909 3.26576
C 5.26815 -1.48438 2.47996
C 5.43391 -1.22625 1.11260
C 4.43518 -0.60559 0.39672
C 3.22601 -0.16931 0.97289
N 2.21528 0.34244 0.20529
C 2.44545 1.11124 -0.89952
C 3.50984 2.03447 -0.95028
C 3.72778 2.87698 -2.01591
C 2.85742 2.87244 -3.11468
C 3.03778 3.83506 -4.26090
C 1.80251 1.98809 -3.09077
C 1.58302 1.09047 -2.03176
N 0.52272 0.16735 -2.18599
C -0.11529 -0.14377 -3.35454
C -1.00815 -1.16652 -3.09608
C -0.88434 -1.43448 -1.74071
N 0.03704 -0.62751 -1.18309
C 3.08429 -0.38865 2.37294
C 4.09748 -1.06874 3.07277
N 1.99100 0.07735 3.13500
C 1.95426 0.22695 4.49477
C 0.75924 0.83754 4.82342
C 0.09650 1.03604 3.62537
N 0.83616 0.57900 2.59669
H 7.29455 -2.13396 2.80779
H 6.08463 -3.30851 3.31236
H 6.37707 -1.87458 4.29254
H 6.33727 -1.54971 0.60620
H 4.55308 -0.45510 -0.66929
H 4.16165 2.07599 -0.08636
H 4.55799 3.57494 -1.98785
H 4.07104 4.18160 -4.31820
H 2.40310 4.71908 -4.15200
H 2.78843 3.37016 -5.21676
H 1.11339 2.00327 -3.92531
H 0.11984 0.34541 -4.27894
H -1.65768 -1.64706 -3.80709
H -1.38804 -2.15385 -1.11808
H 3.95452 -1.29076 4.12248
H 2.77238 -0.07105 5.12041
H 0.42232 1.10501 5.80988
H -0.86697 1.47081 3.42214
O -2.05345 -1.74174 1.94616
B -1.63615 -0.45611 1.45883
O -2.67410 0.46566 1.84134
C -3.60494 -0.23643 2.54603
C -4.76163 0.22264 3.13246
C -5.54800 -0.71727 3.80639
C -5.17004 -2.05263 3.87041
C -3.99425 -2.50438 3.26360
C -3.22901 -1.57041 2.60311
H -5.04105 1.26645 3.07179
H -6.46556 -0.39818 4.28436
H -5.79634 -2.75786 4.40230
H -3.69038 -3.54185 3.30706
Te -3.66874 0.36683 -1.09432
C -4.62708 -0.02795 -2.92653
C -4.62620 -1.31627 -3.46751
C -5.28677 -1.58374 -4.65846
C -5.97370 -0.57206 -5.31755
C -5.98420 0.71068 -4.78834
C -5.30685 0.98381 -3.60643
H -4.10810 -2.11228 -2.94715
H -5.27525 -2.58736 -5.06584
H -6.50099 -0.78405 -6.23954
H -6.51045 1.50593 -5.30220
H -5.29821 1.99172 -3.21081
*
```